No. 1
Computed, not measured: a cluster of 2 separate species, C6H18NO in total, with ωB97M-V/def2-TZVPD.

Geometry as XYZ:
```
26
Properties=species:S:1:pos:R:3
C -0.284 -1.885 0.334
C 0.462 -0.607 -0.056
C -0.445 0.604 -0.364
C -1.241 1.199 0.771
C -0.264 2.077 1.573
C -0.090 3.404 0.827
N 1.497 -0.659 -1.104
H -0.441 -2.554 -0.543
H -1.191 -1.587 0.884
H 0.387 -2.482 0.953
H 0.929 -0.380 0.967
H -1.041 0.403 -1.305
H 0.275 1.283 -0.818
H -2.002 1.843 0.309
H -1.798 0.464 1.365
H 0.742 1.569 1.647
H -0.548 2.211 2.592
H 0.886 3.491 0.296
H -0.903 3.572 0.118
H 0.052 4.344 1.471
H 1.196 -1.300 -1.888
H 2.360 -1.079 -0.737
H 1.677 0.163 -1.689
H -0.413 -5.005 -1.209
H 0.450 -4.743 -2.473
O -0.252 -4.345 -1.920
```

HOMO energy (eV): -14.3
HOMO-LUMO gap (eV): 10.7796
Total charge: +1
ΔE to the lowest compared entry with this formula, charge and spin (kcal/mol): 35.0

Results of the Mulliken charge analysis, in e, for atoms 1 through 8: number 1, C, carries -1.169; number 2, C, carries 0.259; number 3, C, carries -0.837; number 4, C, carries -0.783; number 5, C, carries -0.312; number 6, C, carries -1.131; number 7, N, carries -0.218; number 8, H, carries 0.326

***

No. 2
Computed, not measured: a cluster of 3 separate species, C6H18O3 in total, with ωB97M-V/def2-TZVPD.

Geometry as XYZ:
```
27
Properties=species:S:1:pos:R:3
C 1.200 -2.604 1.647
C 0.705 -2.546 0.198
O 0.671 -1.208 -0.306
H 0.399 -2.358 2.344
H 2.019 -1.903 1.803
H 1.553 -3.611 1.878
H -0.315 -2.944 0.161
H 1.325 -3.146 -0.463
H -0.082 -0.775 0.125
C -0.357 1.458 -2.500
C -0.251 0.202 -3.366
O 0.881 -0.575 -3.061
H -1.140 2.122 -2.866
H 0.611 1.948 -2.428
H -0.636 1.139 -1.490
H -0.177 0.434 -4.430
H -1.164 -0.400 -3.247
H 0.825 -0.839 -2.129
C -0.679 2.169 2.808
C -0.314 1.654 1.443
O -1.029 0.437 1.132
H -1.731 2.455 2.850
H -0.092 3.057 3.053
H -0.466 1.412 3.563
H 0.742 1.421 1.325
H -0.539 2.387 0.658
H -1.960 0.613 1.297
```

HOMO energy (eV): -9.4
HOMO-LUMO gap (eV): 10.0083
SMILES: CCO.CCO.CCO
ΔE to the lowest compared entry with this formula, charge and spin (kcal/mol): 9.5

Results of the Mulliken charge analysis, in e, for atoms 1 through 8: number 1, C, carries -1.052; number 2, C, carries -0.290; number 3, O, carries -0.508; number 4, H, carries 0.266; number 5, H, carries 0.277; number 6, H, carries 0.361; number 7, H, carries 0.293; number 8, H, carries 0.386